(1)
Below is a cluster of 2 separate species, C11H16BF2N3O6SSi in total, with properties calculated with the ωB97M-V functional and the def2-TZVPD basis.

Properties
**HOMO**: -8.30 eV
**Energy**: -1956.4581 Eh
**LUMO level**: -2.6 eV

Geometry as ORCA input:
```
! wB97M-V def2-TZVPD RIJCOSX def2/J DEFGRID3
* xyz 0 1
S -2.37850 -0.80942 -1.44668
Si 0.70402 2.34026 0.34956
F -3.12199 -3.91944 -0.36300
F -4.19764 -5.58330 0.96477
O -1.12940 -1.76816 -1.35513
O -3.06162 -0.87094 -0.05710
O -1.89455 -5.05282 1.35341
O -3.54648 -3.50294 1.95720
O -2.50358 -2.70731 3.80063
O -0.47692 -4.60883 3.05993
N 1.84240 0.12892 -3.18376
N 0.91302 1.39034 -1.16057
N 0.45880 0.12997 -3.27956
C 2.31530 2.66900 1.34844
C -0.17712 0.85256 -2.08465
C 4.29959 -1.17734 0.58385
C -0.50854 1.30494 1.49650
C -1.52351 -4.40518 2.46619
C -1.82890 0.95589 -1.92948
C -2.53650 -3.45475 2.83650
C 3.68452 1.06598 -1.42739
C 3.96686 -0.09309 -0.27179
C 2.12743 0.88169 -1.90229
C -0.26056 4.01439 0.00447
B -3.20353 -4.52134 0.95871
H -1.43807 1.99038 1.79004
H -0.67611 4.39938 1.05443
H 2.05182 3.52831 2.13422
H 3.22046 3.07399 0.72712
H -2.13118 1.68054 -1.04456
H 4.35589 0.76704 -2.36833
H 2.55515 1.71670 1.99883
H 2.58420 -0.28100 -3.81847
H 0.10344 1.07001 2.46931
H -1.23755 3.80043 -0.64225
H 4.71083 -2.22805 0.97382
H -3.25608 -1.36018 -2.40581
H 0.42268 4.84708 -0.45545
H -2.36520 1.23512 -2.93134
H 3.98236 2.14655 -1.09240
H -0.84527 0.35460 0.89210
*
```

=====

(2)
Below is a structure of composition BrV2, with properties calculated with the ωB97M-V functional and the def2-TZVPD basis.

Properties
**HOMO (alpha / beta)**: -23.05 / -23.12 eV
**Energy**: -4460.6013 Eh
**Energy relative to the best compared isomer or geometry (same formula, charge and spin)**: 39.8 kJ/mol
**LUMO level (alpha / beta)**: -16.3 / -15.0 eV

Geometry as ORCA input:
```
! wB97M-V def2-TZVPD RIJCOSX def2/J DEFGRID3
* xyz 3 7
Br 0.03135 0.14544 0.49822
V -2.70228 -0.09842 0.57740
V 2.67093 -0.04702 -1.07563
*
```

=====

(3)
Below is a cluster of 9 separate species, C48H105N3O24P6 in total, with properties calculated with the ωB97M-V functional and the def2-TZVPD basis.

Properties
**HOMO**: -8.02 eV
**Energy**: -5910.5305 Eh
**Energy relative to the best compared isomer or geometry (same formula, charge and spin)**: 326.6 kJ/mol
**LUMO level**: 0.2 eV

Geometry as ORCA input:
```
! wB97M-V def2-TZVPD RIJCOSX def2/J DEFGRID3
* xyz 0 1
P 6.97878 -0.79115 4.90111
P -3.45100 -7.91783 2.01237
P -4.53381 4.16563 7.51035
P 4.08645 8.35721 4.44951
P 3.88979 -7.31872 -6.65901
P -1.21604 -0.70923 -10.77165
O -3.34026 -7.39766 3.41043
O -2.33061 -1.86344 -10.65096
O 3.93481 9.66625 5.15192
O -3.94470 4.67081 6.23901
O 5.96151 0.16125 4.05591
O 4.94096 -6.26151 -7.23168
O 8.41751 -0.01269 4.70973
O 0.00753 -1.31067 -11.70675
O 5.47145 8.28858 3.63955
O -1.88568 0.32470 -11.81340
O -3.46676 4.04514 8.67179
O -4.22689 -9.34655 1.87935
O 6.62933 -0.61157 6.41649
O 4.83215 -8.61433 -6.24919
O 3.48225 -6.63907 -5.22888
O 6.98178 -2.20193 4.46579
O -0.77078 -0.06215 -9.48739
O 2.80472 -7.58644 -7.64830
O -2.01023 -8.13858 1.26221
O 4.03616 7.08320 5.44016
O -4.27473 -6.95399 0.94454
O 2.93308 8.03917 3.30072
O -5.74971 5.07586 8.08803
O -5.25053 2.69293 7.46680
N -4.81019 10.26488 0.52503
N -8.68105 1.56036 -6.25518
N -2.84496 2.10869 0.40216
C -3.67788 -10.46311 2.58655
C 0.04652 -3.59731 -12.47138
C -1.39649 2.64998 -11.34844
C -0.01418 -8.12992 2.65268
C 4.02429 -4.49057 -4.33115
C 5.72098 -10.52929 -5.36811
C -2.93335 11.41934 0.26138
C 4.43557 -9.74059 -5.57895
C -3.91412 12.05127 -0.51603
C 10.23265 -1.44658 4.31621
C 9.57380 -0.51434 5.31283
C 3.26226 7.58072 7.64493
C 4.64017 -0.18319 3.84292
C 6.71127 8.40248 4.38082
C -5.08844 11.25336 -0.37373
C -6.68855 2.21867 -6.88646
C -3.05436 0.14959 -0.65358
C 3.76559 0.59933 4.75946
C -2.29651 -2.98364 -9.73758
C 7.08261 -6.76281 -8.09790
C -2.49649 2.32138 -0.91505
C 2.89304 6.90950 6.31583
C -5.76977 6.48103 7.90991
C 6.09476 0.43935 8.56461
C -4.31939 -11.72381 2.20730
C -3.96621 4.01057 9.97059
C -5.65893 -6.75233 1.27207
C -0.80701 -7.40552 1.54014
C -6.38593 2.65974 6.67726
C -7.03787 1.29786 6.60683
C -7.39670 1.80576 -8.00494
C 6.62095 0.59552 7.09217
C 5.65309 -6.43994 -8.36850
C 7.15178 6.93488 4.63637
C -3.49378 10.33026 0.84305
C -1.28224 1.44715 -12.33301
C 3.05820 -5.30037 -5.17750
C -6.84475 6.83270 8.94119
C -3.08740 0.78457 0.58487
C 2.88791 6.87639 2.52206
C -0.24100 -2.14416 -12.80986
C -3.11852 -2.58352 -8.50205
C -8.71292 1.43004 -7.63499
C -4.10097 2.56802 10.37943
C -7.54998 2.20689 -5.83265
C 2.97259 7.30792 1.03003
C -6.13917 -6.00156 0.04453
C -2.60293 1.08597 -1.60785
H 3.39436 8.66201 7.60694
H -3.05945 -3.37670 -7.75674
H 6.10593 1.39155 9.09498
H -3.77232 -10.47631 3.67237
H -4.79156 6.83623 8.23402
H 7.62435 -5.90647 -7.69628
H 6.37507 -10.01526 -4.66383
H -9.54240 1.01163 -8.18571
H -5.67229 -5.04159 -0.17590
H -3.27919 -0.89039 -0.83875
H 6.16316 -10.69040 -6.35128
H 3.79222 7.98661 0.79402
H -2.40317 2.75787 -10.94466
H -5.36632 -11.74994 2.50955
H 6.45753 6.45877 5.32878
H -2.71324 -1.67309 -8.06050
H -1.78873 1.60153 -13.28576
H -7.15725 3.27587 7.13937
H 6.08395 1.40601 6.59938
H 1.12891 -3.70484 -12.40091
H -3.38082 0.47393 1.57674
H 2.05324 7.79295 0.70193
H -5.97991 -6.59576 -0.85529
H 0.42422 -1.87183 -13.62926
H 3.07002 6.43686 0.38206
H -3.79676 -12.53793 2.70948
H -6.20972 0.66229 6.29327
H 3.80340 1.68321 4.65051
H 5.08218 0.03903 8.61495
H -5.45370 9.53400 0.79302
H -3.05175 9.61449 1.52031
H 3.91191 -9.49743 -4.65443
H -2.42730 0.96600 -2.66670
H -9.39840 1.17198 -5.65964
H 10.51435 -0.91501 3.40727
H 1.91203 6.45419 2.76185
H -2.71130 -3.81832 -10.30271
H -0.42924 -3.91876 -11.54487
H 4.18370 7.20206 8.08727
H 5.06256 -4.62661 -4.63382
H 7.66765 -7.00817 -8.98425
H 0.10343 -9.18260 2.39547
H -4.21687 -11.99141 1.15565
H -0.73939 2.43893 -10.50477
H -0.24532 1.18207 -12.53950
H 3.06178 -4.84322 -6.16700
H -6.17230 -7.68856 1.49127
H -5.71291 -6.12001 2.15828
H -0.97946 -6.36302 1.80765
H -6.15260 3.05671 5.68930
H 4.49628 -1.26365 3.84104
H -2.61009 -10.61621 2.43005
H -2.89251 2.80766 1.12967
H -0.98610 3.62997 -11.59198
H 6.51996 9.07865 5.21407
H -6.80233 6.25385 9.86381
H 9.22801 -1.04677 6.19886
H -3.31838 4.56298 10.65122
H -7.86124 1.32754 5.89319
H -7.44926 0.96604 7.56011
H -7.86903 6.67554 8.60318
H 5.50941 -5.57286 -9.01319
H -6.03907 11.33377 -0.87995
H 2.03610 -5.19798 -4.81289
H 11.13187 -1.91640 4.71466
H 7.66701 0.90178 7.10030
H 7.36826 8.90373 3.67004
H -4.93593 4.49362 10.09067
H 5.37553 -11.40082 -4.81205
H -4.60609 1.89606 9.68558
H 3.76765 -3.43125 -4.33965
H -6.93045 1.66342 -8.96865
H 10.19654 0.35175 5.53686
H 3.68166 6.21404 2.86754
H 7.08175 6.36324 3.71093
H 0.99022 -7.73117 2.79509
H 8.17544 6.91710 5.01043
H 5.20027 -7.30111 -8.85987
H -0.36282 -4.26663 -13.22805
H 2.00346 7.36152 5.87719
H -4.17460 -2.38683 -8.68677
H 2.61140 5.87215 6.49666
H 2.45951 7.48802 8.37644
H -7.43169 2.40736 -4.77803
H -1.28858 -3.24519 -9.41544
H 3.92235 -4.73538 -3.27390
H 9.63310 -2.32149 4.06484
H 4.12071 0.54739 5.78868
H -6.84268 7.88957 9.20791
H -0.54397 -7.97734 3.59296
H -5.64862 2.50084 -6.81358
H 3.70438 -10.36572 -6.09146
H 7.17105 -7.62981 -7.44324
H -4.60026 2.46439 11.34280
H 2.72991 0.31548 4.57264
H -2.22787 3.32214 -1.21956
H 4.54391 0.17923 2.81946
H -5.93760 6.77600 6.87409
H -3.61826 12.90322 -1.11020
H -3.15239 2.08946 10.62290
H -7.21361 -5.81807 0.04376
H -1.87741 11.64569 0.27394
H -1.22626 -2.02076 -13.25946
H -0.24151 -7.42171 0.60845
H 6.63733 -0.25381 9.20745
*
```

=====

(4)
Below is a cluster of 2 separate species, C2H6N2O2 in total, with properties calculated with the ωB97M-V functional and the def2-TZVPD basis.

Properties
**HOMO (alpha / beta)**: -7.12 / -7.12 eV
**Energy**: -339.5943 Eh
**Energy relative to the best compared isomer or geometry (same formula, charge and spin)**: 625.9 kJ/mol
**LUMO level (alpha / beta)**: -0.8 / -0.8 eV

Geometry as ORCA input:
```
! wB97M-V def2-TZVPD RIJCOSX def2/J DEFGRID3
* xyz 0 1
O -1.03528 0.94556 0.01207
O -3.36306 -1.03352 -0.95536
N 1.48060 1.10945 0.45385
N -2.42909 -0.39894 -1.26521
C -1.04367 -0.35853 -0.15324
C 1.75668 -0.15940 0.49176
H 2.05307 1.69256 -0.14942
H -1.35145 -0.97515 0.70824
H -0.34716 -0.85524 -0.84622
H 1.28629 -0.81112 1.21332
H 0.24701 1.37232 0.28860
H 2.74606 -0.52798 0.20162
*
```

=====

Among the records above, which one has the lowest energy?
C48H105N3O24P6